Record 1
126
Properties=species:S:1:pos:R:3:forces:R:3 method="wB97M-V/def2-TZVPD" charge=+1 max_force_ev_per_a=8.0 e_tot_ev=-137439.1754 gap_ev=6.4937 e_lumo_ha=-0.19800
C 0.636332 4.310863 3.907873 -5.188 -5.175 -1.554
C -0.412762 3.510969 3.712293 5.536 3.281 0.705
C -1.528430 2.341781 3.430563 1.656 1.216 0.908
C -0.781750 1.085667 2.663335 -0.963 1.464 0.018
C -1.360571 1.057105 1.115995 0.242 -0.339 2.059
C -0.268933 0.373849 0.158436 1.315 2.913 0.984
C 0.127740 1.379819 -1.033772 -1.306 1.639 -0.349
C -1.269000 1.847579 -1.745796 -5.136 0.694 -2.126
C -2.438187 2.103563 -2.280264 5.107 -2.179 3.231
C 0.869355 2.636826 -0.262593 -0.055 0.765 -0.127
C 0.282219 4.081626 -0.597999 1.207 1.380 0.049
O -0.839130 4.511827 0.251549 -1.597 0.013 -2.222
C -1.867729 5.143361 -0.569267 0.405 5.183 -1.099
O -1.841272 6.394242 -0.841264 0.219 -6.440 1.701
N 1.139843 0.908428 -2.019755 -1.785 -2.031 0.526
C 1.451220 1.817397 -3.121831 1.301 2.952 -1.467
C 3.015523 2.325340 -3.249491 0.150 0.699 -1.130
C 3.207202 3.864287 -2.722008 -0.358 -0.809 1.081
S 4.621647 4.749042 -3.571081 1.844 3.599 -4.246
O 5.331542 3.915913 -4.607673 -2.236 1.279 3.503
O 4.159936 6.104154 -4.104930 1.031 -4.562 2.545
O 5.765057 5.132292 -2.357941 -2.172 -1.873 -0.971
C 1.177066 -0.542927 -2.262953 2.959 0.887 -0.297
C 2.730871 -0.944332 -2.632903 -0.224 -1.125 -0.946
C 3.846765 -0.864311 -1.523783 1.420 -0.213 0.234
C 5.300807 -0.747223 -2.284320 0.163 -0.661 0.924
C 3.818714 0.278291 -0.408438 -0.207 -0.017 1.479
S 0.309435 -1.067863 -3.887029 -5.741 -1.084 -4.322
O -0.009586 -2.521736 -3.972531 1.800 3.888 0.849
O -0.857303 -0.131319 -4.212052 4.250 -2.598 1.778
F 1.343086 -0.796139 -5.241094 -0.954 -0.217 2.735
C 0.783363 -1.447218 -1.006424 3.577 -1.373 0.588
O 0.926583 -2.877756 -1.222381 -0.740 1.795 -0.044
N -0.494667 -1.083292 -0.230726 0.971 -0.055 -0.491
C -1.774758 -1.387616 -0.913075 -2.054 1.909 -1.189
P -2.364259 -3.110326 -1.304863 -3.772 -5.292 -4.732
O -2.628705 -3.406044 -2.816378 1.459 1.868 4.746
O -1.539735 -4.446014 -0.683630 -0.642 3.195 0.379
O -3.966407 -3.265405 -0.624263 2.659 0.878 -0.292
N -0.245254 -1.803871 0.977200 -3.724 -1.574 3.374
C -1.284725 -2.110911 1.686169 -1.941 -0.861 -0.219
S -2.707865 -2.641232 2.408367 5.077 1.792 -2.203
H 1.695804 4.774038 3.941668 -2.664 -0.818 0.057
H -1.908215 2.009453 4.480754 0.507 0.670 -2.017
H -2.361034 2.817607 2.801638 1.136 -0.866 1.040
H -1.073622 0.150050 3.259488 0.809 1.210 -1.042
H 0.339881 1.348554 2.704474 -1.697 -0.892 0.022
H -1.587999 2.163731 0.910032 0.560 -1.842 -0.480
H -2.361899 0.521550 1.219893 1.377 0.673 -0.688
H 0.685855 0.353311 0.834403 -1.648 -0.460 -1.452
H -3.562560 2.067527 -2.557922 2.698 0.359 0.381
H 0.890537 2.518705 0.881192 -0.334 0.144 -1.680
H 1.997032 2.649366 -0.562738 -2.188 -0.206 0.306
H -0.030250 4.279432 -1.682414 0.636 -0.786 1.361
H 1.135648 4.848583 -0.374698 -1.416 -1.374 -0.402
H -2.739346 4.542722 -1.038583 1.653 0.268 1.226
H 1.175311 1.513072 -4.193447 0.048 -0.234 1.882
H 0.905967 2.845362 -2.999365 0.468 -2.271 0.043
H 3.773858 1.593094 -2.813049 -1.115 1.249 -0.377
H 3.276771 2.396072 -4.386291 -0.566 -0.300 1.995
H 3.431730 3.921718 -1.587816 -0.258 -0.037 -1.835
H 2.271760 4.517812 -2.905457 1.678 -0.995 0.008
H 5.936518 4.260044 -1.919577 0.236 0.901 -0.365
H 3.123599 -0.375986 -3.563585 -1.205 -0.697 1.563
H 2.648173 -2.054982 -2.988140 0.377 1.922 0.584
H 3.901292 -1.889031 -0.965438 -0.325 1.748 -0.906
H 5.687428 0.338519 -2.303824 -0.799 -1.633 -0.157
H 6.038748 -1.348941 -1.616684 -1.083 1.104 -1.261
H 5.298810 -1.268589 -3.312239 -0.054 1.326 1.917
H 4.345605 1.268489 -0.686682 -0.958 -1.657 0.150
H 4.396263 -0.124529 0.522454 -0.897 0.719 -1.697
H 2.760726 0.547775 0.002852 1.860 -0.476 -0.855
H 1.600979 -1.278796 -0.187249 -1.575 0.624 -1.682
H 1.777258 -3.205144 -0.843513 -0.890 0.675 -0.257
H -2.670039 -0.853480 -0.382620 1.761 -1.018 -0.570
H -1.752453 -0.835772 -1.946157 0.092 -1.127 1.566
H -0.889088 -4.241585 0.026560 -0.506 -0.186 -0.650
H -4.617727 -3.382962 -1.357118 1.059 0.120 0.311
C -5.677981 2.178071 3.189972 -0.105 0.145 0.121
C -6.546563 2.212506 4.202137 0.175 0.266 -0.254
C -6.956206 0.976332 4.902286 -0.416 0.067 0.464
O -7.749231 1.005263 5.823448 0.368 -0.010 -0.403
C -6.364462 -0.296872 4.438089 0.343 -0.091 0.089
C -5.496178 -0.328263 3.425979 -0.153 0.072 0.207
C -5.088567 0.904573 2.728026 -0.123 -0.147 0.079
O -4.292401 0.871283 1.803139 -0.013 0.040 -0.048
H -5.367158 3.072931 2.664879 0.001 -0.013 -0.016
H -6.987780 3.137022 4.553957 -0.010 -0.032 0.007
H -6.673119 -1.190672 4.960673 0.075 0.217 0.015
H -5.053748 -1.251790 3.072995 -0.086 0.040 -0.004
C -6.753553 -4.593826 1.047294 0.351 0.103 0.254
C -6.587947 -3.916569 2.184182 0.056 -0.130 -0.287
C -7.726517 -3.258201 2.857691 -0.089 0.136 0.331
O -7.574338 -2.636974 3.896230 -0.174 -0.656 -0.481
C -9.055726 -3.380345 2.224381 -0.174 -0.067 -0.223
C -9.222256 -4.057801 1.086898 -0.146 0.208 0.273
C -8.083493 -4.716249 0.413145 -0.238 -0.333 -0.524
O -8.233822 -5.335796 -0.622947 0.144 0.270 0.394
H -5.929954 -5.081539 0.540367 -0.020 -0.013 -0.011
H -5.620751 -3.818125 2.662051 -0.028 -0.042 0.046
H -9.878725 -2.892512 2.731705 0.040 -0.001 0.029
H -10.189334 -4.156228 0.609376 0.040 -0.028 -0.014
C 2.986269 2.187654 7.956282 -0.307 0.097 -0.209
C 2.345239 2.086833 6.790454 -0.031 0.117 0.282
C 2.901795 1.292252 5.676069 -0.162 0.002 -0.254
O 2.316833 1.201724 4.609731 0.109 -0.081 0.120
C 4.194309 0.612495 5.902659 0.242 -0.057 0.177
C 4.835617 0.713000 7.068160 0.025 -0.175 -0.382
C 4.279095 1.507854 8.183346 0.300 0.081 0.614
O 4.862176 1.598455 9.247120 -0.227 -0.050 -0.444
H 2.593373 2.766151 8.783118 0.041 -0.020 0.011
H 1.397021 2.577956 6.607888 0.016 -0.004 -0.060
H 4.587076 0.034045 5.075634 -0.022 0.014 -0.005
H 5.783648 0.221900 7.250247 -0.020 0.027 0.042
C 6.148697 -4.979753 -6.845628 0.256 0.112 0.271
C 6.332017 -4.308952 -5.707049 0.125 -0.124 -0.173
C 5.207509 -3.637972 -5.023473 0.048 0.026 0.064
O 5.375439 -3.021787 -3.981644 -0.131 -0.677 -0.433
C 3.871949 -3.739447 -5.647942 -0.111 -0.080 -0.159
C 3.687972 -4.409970 -6.786317 -0.231 0.227 0.282
C 4.812995 -5.081579 -7.470658 -0.052 -0.352 -0.591
O 4.646043 -5.694894 -8.507574 0.054 0.261 0.440
H 6.961581 -5.476721 -7.360267 -0.040 -0.003 -0.018
H 7.303649 -4.225413 -5.235821 -0.033 0.020 0.013
H 3.058770 -3.242285 -5.133192 -0.025 0.001 -0.029
H 2.716155 -4.493235 -7.257230 0.033 -0.017 -0.014

Record 2
114
Properties=species:S:1:pos:R:3:forces:R:3 method="wB97M-V/def2-TZVPD" charge=+1 max_force_ev_per_a=10.9 e_tot_ev=-78600.3971 gap_ev=7.3951 e_lumo_ha=-0.09319
C -1.879447 3.836307 1.184781 6.624 -4.683 6.929
C -1.888447 2.282307 1.501781 -5.330 2.300 -5.472
N -1.278447 1.416307 0.354781 -1.153 0.086 3.344
C -1.273447 1.646307 -1.006219 1.370 -0.879 0.510
C -0.543447 0.653307 -1.528219 -1.153 1.307 8.770
N -0.070447 -0.145693 -0.509219 -1.835 -3.008 0.531
C -0.725447 0.194307 0.597781 1.286 3.378 -1.657
C 0.344553 -1.658693 -0.627219 -1.289 3.281 0.183
H -2.066447 4.162307 0.322781 -1.157 2.173 -7.238
H -0.831447 3.959307 1.600781 -0.382 1.137 -1.749
H -2.289447 4.451307 1.887781 -2.276 0.868 2.148
H -3.032447 2.261307 1.376781 1.574 -1.802 0.748
H -1.561447 2.197307 2.464781 1.261 -1.322 2.197
H -1.481447 2.470307 -1.616219 -1.082 1.417 0.170
H -0.294447 0.371307 -2.352219 2.615 -2.368 -9.994
H -0.483447 -0.301693 1.482781 -0.472 -0.235 1.674
H -0.123447 -2.181693 0.175781 -0.762 -0.412 0.200
H 1.365553 -1.707693 -0.467219 2.099 -0.153 -0.280
H 0.006553 -1.874693 -1.601219 -0.050 -1.097 -0.992
N -4.034447 -1.447693 -0.508219 -0.336 0.714 -1.346
C -3.522447 -1.834693 0.624781 -2.114 4.425 1.111
C -3.639447 -1.199693 1.873781 -1.527 -2.287 0.017
C -4.607447 -0.222693 1.891781 0.584 0.971 1.360
C -5.101447 0.301307 0.666781 2.401 -3.651 2.103
C -4.811447 -0.349693 -0.496219 1.239 1.365 -1.255
H -2.980447 -2.626693 0.623781 3.457 -5.403 -0.436
H -3.400447 -1.894693 2.747781 0.181 1.766 -0.935
H -4.847447 0.153307 2.925781 -0.281 0.037 -1.440
H -5.815447 0.967307 0.765781 -3.173 3.686 -0.104
H -4.994447 0.234307 -1.456219 -0.280 -1.570 0.964
C -2.857447 -2.141693 -5.993219 1.923 0.461 3.912
C -1.709447 -2.068693 -5.007219 -1.406 -0.667 -1.325
C -0.382447 -1.958693 -5.413219 -1.929 0.171 -0.943
C -0.190447 -1.827693 -6.825219 2.540 -0.503 1.256
C -1.262447 -1.869693 -7.711219 2.810 0.755 0.637
C -2.610447 -1.983693 -7.303219 2.445 -0.628 -1.246
O -3.503447 -2.229693 -8.264219 -0.467 2.023 -4.131
O 0.631553 -1.978693 -4.490219 -8.166 2.391 3.479
H -3.854447 -2.298693 -5.578219 0.297 -0.006 -0.301
H -1.900447 -2.290693 -3.948219 -0.175 0.290 -0.485
H 0.988553 -1.818693 -7.104219 -3.172 0.210 -0.051
H -0.813447 -1.754693 -8.704219 -1.372 -0.243 -0.319
H -3.162447 -1.759693 -9.177219 -1.333 -1.883 3.484
H 1.361553 -2.203693 -4.862219 7.797 -2.228 -3.628
C -2.761447 3.714307 4.807781 -1.376 -2.245 -0.010
C -3.336447 2.473307 5.050781 9.485 -0.890 1.480
C -2.448447 1.387307 5.422781 0.290 4.099 -0.515
C -1.064447 1.615307 5.552781 1.545 0.691 -1.699
C -0.519447 2.849307 5.181781 -2.552 2.006 -2.086
C -1.454447 3.902307 4.761781 6.744 0.757 1.397
O -0.866447 5.207307 4.491781 -1.460 -0.878 -0.187
O -3.028447 0.275307 5.706781 -3.776 -0.656 0.578
H -3.447447 4.392307 4.527781 -1.901 2.973 -0.892
H -4.264447 2.300307 4.972781 -6.918 -1.143 -0.453
H -0.270447 0.860307 5.566781 -0.931 -0.410 0.694
H 0.497553 3.103307 4.821781 -0.289 -0.812 1.101
H 0.104553 5.324307 4.383781 -1.000 -1.158 0.267
H -2.561447 -0.507693 5.709781 2.190 -2.426 0.073
C -1.842447 -3.128693 6.834781 0.967 0.892 -5.296
C -1.687447 -3.055693 5.301781 4.988 3.508 9.001
C -0.672447 -2.337693 4.737781 0.891 -0.376 0.991
C 0.335553 -1.756693 5.509781 2.903 1.080 3.741
C 0.278553 -1.826693 6.989781 -3.143 -2.659 -3.142
C -0.867447 -2.536693 7.585781 0.899 2.172 1.740
O -1.079447 -2.424693 9.015781 -1.451 -1.933 -3.463
O -0.597447 -2.351693 3.380781 -3.288 0.612 -0.232
H -2.783447 -3.522693 7.097781 -0.557 -0.538 1.096
H -2.314447 -3.389693 4.697781 -5.817 -3.440 -4.821
H 1.345553 -1.259693 5.100781 -2.629 -1.192 0.538
H 1.040553 -1.687693 7.707781 1.119 1.002 0.041
H -0.411447 -1.939693 9.433781 1.717 1.170 0.679
H 0.267553 -2.415693 3.122781 3.444 -0.259 -0.963
C 1.691553 3.959307 0.800781 1.094 1.081 1.412
C 1.904553 5.408307 0.622781 2.394 -1.802 3.836
C 2.696553 6.086307 1.610781 1.558 -1.419 1.613
C 3.095553 5.315307 2.769781 -2.283 -1.860 -2.158
C 2.722553 3.958307 2.983781 0.133 0.011 -1.882
C 2.099553 3.174307 1.940781 1.319 6.978 0.043
O 1.661553 1.974307 2.170781 -5.246 0.968 -0.839
O 3.160553 7.439307 1.542781 -0.169 -0.820 -0.449
H 1.252553 3.338307 0.074781 -0.889 -0.139 -1.309
H 1.663553 6.074307 -0.127219 -1.053 0.377 -2.212
H 3.587553 5.734307 3.565781 1.258 1.411 1.578
H 2.990553 3.422307 3.894781 0.069 0.390 0.002
H 2.175553 1.268307 2.283781 3.890 -3.748 0.676
H 4.114553 7.677307 1.787781 -2.073 -1.504 -0.307
C 3.737553 0.800307 -4.328219 -0.569 -2.094 -2.764
C 3.673553 0.138307 -5.665219 -1.519 1.809 2.185
C 2.512553 0.407307 -6.426219 -0.037 1.357 -0.697
C 1.410553 1.203307 -6.012219 3.367 -1.981 0.876
C 1.490553 1.588307 -4.693219 0.927 0.140 0.040
C 2.604553 1.422307 -3.824219 0.556 -1.268 -2.602
O 2.652553 1.708307 -2.500219 0.311 1.942 1.301
O 2.525553 -0.088693 -7.684219 -0.251 -1.184 -4.574
H 4.591553 0.712307 -3.653219 -0.082 -0.284 -0.419
H 4.363553 -0.605693 -6.066219 0.193 0.662 0.266
H 0.628553 1.355307 -6.722219 -0.611 0.344 0.120
H 0.671553 2.156307 -4.476219 -2.031 1.538 1.727
H 3.486553 2.230307 -2.344219 -1.317 -0.772 -0.041
H 2.132553 0.223307 -8.645219 1.037 -0.229 4.666
C 3.694553 -4.178693 -1.078219 -0.785 2.097 -1.631
C 3.454553 -3.327693 -2.340219 1.671 -1.464 2.068
C 3.303553 -4.040693 -3.548219 -1.324 0.323 0.880
C 3.159553 -5.480693 -3.592219 0.097 1.954 2.486
C 3.281553 -6.235693 -2.428219 1.148 -1.790 0.385
C 3.523553 -5.564693 -1.169219 1.783 0.615 -0.157
O 3.946553 -6.304693 -0.083219 -0.201 1.287 2.406
O 3.052553 -3.274693 -4.701219 0.503 -0.645 0.871
H 4.037553 -3.714693 -0.023219 -0.913 -0.924 -2.761
H 3.630553 -2.186693 -2.304219 -0.514 -2.113 -0.219
H 2.747553 -5.926693 -4.445219 0.078 -0.673 -1.431
H 3.439553 -7.454693 -2.525219 -0.918 3.454 0.550
H 4.094553 -5.690693 0.772781 -0.599 -1.991 -3.226
H 2.871553 -3.891693 -5.411219 0.070 -0.161 -0.366